{"formula": "C22H43N2O4S2", "method": "ωB97M-V/def2-TZVPD", "gap_ev": 9.14, "charge": 1, "molar_mass_g_mol": 463.73, "e_lumo_ha": -0.11236, "symbols": ["H", "C", "O", "H", "C", "C", "C", "C", "N", "C", "H", "H", "C", "H", "C", "H", "H", "H", "H", "H", "C", "C", "H", "O", "C", "H", "H", "H", "H", "H", "H", "H", "C", "H", "H", "H", "N", "C", "H", "H", "H", "C", "H", "C", "C", "S", "C", "C", "H", "O", "H", "C", "H", "H", "C", "S", "O", "H", "H", "C", "H", "H", "H", "H", "H", "H", "H", "H", "H", "C", "H", "H", "H"], "positions_angstrom": [[2.47832, -6.96329, -0.28511], [3.52278, 1.48853, 1.20063], [-0.62529, 3.27985, 1.98901], [1.92633, -5.64013, 1.69892], [-0.77178, 4.45443, 1.28299], [0.48329, 4.59191, 3.79187], [0.19428, 0.28465, 2.53096], [-2.26939, 2.47041, -3.61473], [3.32497, 2.41690, 0.18211], [1.81727, -5.18361, 0.71120], [0.28106, -7.79597, -1.02965], [-0.53695, -6.43106, -0.30638], [-3.63800, 1.87900, -3.27243], [-0.28310, 1.50304, -0.91235], [-0.49371, 3.47519, 3.39721], [-0.25412, -4.62024, 1.02079], [-3.06248, -0.18676, -2.94185], [-1.17078, 3.01741, -1.09923], [1.07515, -8.55436, 1.20952], [-2.03983, 1.48189, -0.96141], [2.73674, 0.47036, 0.82673], [0.45280, 5.15681, 0.65491], [1.09001, -1.31852, 3.68204], [-0.58100, 1.02203, 3.39611], [1.62602, -6.27946, -0.33902], [0.57123, 6.08928, 1.21317], [0.29485, -3.99168, -1.36595], [1.99572, 0.24446, 3.70897], [4.12115, 1.55915, 2.09192], [-0.68325, -8.43162, 1.14915], [-0.11857, 2.17292, 5.04030], [-4.77054, 0.06280, -3.21303], [-1.09049, 1.81531, -2.89823], [1.16179, 2.18188, 3.80460], [-3.74880, -1.05455, -5.16084], [1.48030, -2.82226, -0.76063], [2.10281, 0.74951, -0.35255], [-3.61545, 0.01859, -5.01651], [-2.28212, 3.53847, -3.37494], [1.40514, 4.93848, -1.65554], [-4.35856, 0.53347, -5.62795], [1.40807, -0.44856, 3.10391], [0.81453, 4.53118, 4.83148], [0.07577, 2.15553, 3.96298], [0.55162, -3.35030, -0.52255], [2.52453, -1.02152, 1.76824], [-1.15679, 1.96315, -1.38071], [-3.77873, 0.38112, -3.54352], [-2.10360, 2.40933, -4.69359], [-0.13947, 0.21887, 1.37947], [-1.02184, 0.75614, -3.16322], [0.69730, -4.14539, 0.76962], [0.24935, -7.18903, 1.97532], [-1.44816, 3.69746, 3.89040], [0.33374, -7.08444, -0.20208], [0.24723, 5.39525, -1.12789], [-1.85270, 4.94219, 1.10449], [1.32103, 4.53918, 0.91454], [-0.24318, -2.60674, -0.42114], [0.24210, -7.85571, 1.11126], [3.74923, 3.33363, 0.14739], [1.36853, 4.50430, 3.14708], [0.05104, 5.58719, 3.64649], [-3.86510, 2.06980, -2.21946], [1.66169, -5.83749, -1.33916], [2.76636, -4.67332, 0.51182], [-0.16464, 2.28102, -3.25802], [-4.39955, 2.41760, -3.84346], [-2.62348, 0.27784, -5.39084], [2.49363, 1.96022, -0.71089], [0.91263, -3.44875, 1.58631], [2.13667, 2.46820, -1.59500], [1.44441, 0.14881, -0.83402]], "forces_ev_per_a": [[-0.01, 0.00, 0.01], [-0.57, 0.38, -1.01], [0.76, 0.85, -0.18], [0.00, -0.01, -0.02], [-1.19, 0.83, -0.92], [0.12, 0.08, -0.67], [-1.06, 0.30, -0.70], [-0.01, 0.02, -0.15], [1.35, 1.23, 1.24], [0.00, -0.06, 0.11], [-0.02, 0.04, -0.02], [0.01, 0.02, -0.02], [0.02, -0.05, 0.16], [-0.16, 0.02, 0.15], [0.45, -0.39, 1.24], [0.01, -0.02, -0.02], [0.00, 0.02, 0.02], [-0.08, -0.08, -0.01], [0.01, 0.03, 0.04], [0.05, -0.02, 0.05], [-0.51, -2.45, 1.85], [0.63, -1.40, 1.16], [0.12, 0.08, -0.03], [1.17, -0.40, 0.00], [-0.05, 0.05, -0.10], [-0.09, 0.11, -0.40], [0.04, 0.02, -0.01], [-0.25, -0.30, 0.34], [0.19, 0.40, -0.24], [0.03, -0.02, 0.05], [0.15, -0.18, -0.11], [0.03, 0.00, 0.04], [0.02, 0.12, 0.13], [-0.14, -0.37, -0.13], [-0.01, 0.02, -0.06], [0.04, -0.07, -0.04], [0.58, 0.37, 0.20], [0.04, -0.14, 0.11], [0.03, -0.01, 0.03], [-0.05, 0.05, 0.62], [0.04, 0.02, -0.02], [0.15, 0.97, -0.69], [-0.21, -0.17, -0.07], [-0.58, 0.89, 0.33], [-0.23, 0.11, 0.11], [-0.09, -0.18, -0.27], [0.06, -0.09, -0.14], [-0.08, 0.08, -0.14], [-0.02, -0.01, 0.01], [0.37, -0.34, 0.49], [-0.03, 0.00, -0.04], [0.16, 0.03, -0.07], [0.02, -0.02, 0.01], [-0.18, -0.24, -0.55], [0.11, -0.09, 0.09], [-0.31, 0.29, -0.36], [0.39, -0.37, 0.29], [0.02, 0.21, -0.41], [0.02, 0.02, -0.05], [-0.13, 0.03, -0.09], [0.00, -0.05, -0.13], [-0.01, 0.10, 0.27], [0.02, -0.16, 0.01], [0.00, 0.03, -0.02], [0.02, 0.01, 0.01], [-0.01, 0.02, 0.00], [0.00, 0.00, -0.07], [0.01, -0.01, -0.01], [-0.02, 0.02, -0.03], [-1.14, -0.27, -1.44], [-0.04, -0.03, 0.03], [0.14, 0.08, 0.09], [-0.11, 0.04, 0.14]]}

{"formula": "C22H43N2OP3Sn", "method": "ωB97M-V/def2-TZVPD", "gap_ev": [5.96, 5.31], "charge": 4, "molar_mass_g_mol": 563.23, "e_lumo_ha": [-0.50053, -0.52524], "symbols": ["H", "H", "C", "C", "P", "H", "C", "H", "H", "C", "H", "H", "C", "H", "H", "O", "P", "C", "H", "H", "Sn", "H", "C", "H", "C", "H", "C", "C", "H", "H", "N", "H", "C", "H", "H", "H", "H", "H", "H", "N", "H", "H", "H", "H", "C", "H", "C", "H", "H", "H", "H", "P", "C", "C", "C", "C", "H", "C", "H", "H", "C", "C", "H", "H", "H", "H", "H", "C", "H", "H", "H", "C"], "positions_angstrom": [[-0.18707, -1.96257, 3.96429], [-6.47489, -0.43654, -1.15258], [3.42492, 0.82485, 1.32876], [0.46037, -2.35212, -3.19212], [1.96087, -0.14638, 1.88829], [-2.22412, 0.88782, 2.30189], [2.19118, 3.69629, -0.82085], [0.84611, 0.84857, -1.04342], [2.06643, -2.23813, 3.15578], [-0.73889, -2.53992, 3.21632], [3.57236, 0.62937, 0.25989], [-0.04783, -3.19983, 2.68022], [-4.45170, 0.25269, -1.00774], [3.25035, 1.90151, 1.43042], [4.19286, 5.09686, -1.55145], [-2.38144, -0.83367, -0.54621], [1.11070, -2.17761, -1.49799], [-0.95418, 3.80571, 2.41430], [0.68841, -1.45252, -3.78651], [0.46097, 2.94005, 0.24655], [-0.49045, -0.51838, -0.08859], [-0.02993, -4.05538, -0.48070], [1.13749, 2.85229, -0.60234], [3.33862, -2.57385, -2.35612], [-2.27995, -0.02356, 2.91106], [-1.50371, -3.15082, 3.71341], [-5.50407, -0.37868, -1.64659], [-5.25550, -1.05699, -2.86041], [-3.83564, -1.60138, -4.41545], [3.70318, -1.54491, 2.99292], [4.02497, 4.32832, -2.19857], [-2.62468, -3.25966, 0.85269], [1.62066, 1.64878, -2.63314], [1.64439, -3.90386, 0.14509], [2.91799, -2.35210, 1.61333], [-3.54055, -1.77889, 0.67360], [-4.56585, 0.85805, -0.10323], [-6.06696, -1.64423, -3.30249], [3.40337, -1.80613, -0.73149], [0.91006, 1.76454, -1.44546], [1.35343, -4.58001, -1.50072], [2.41865, 4.51749, -0.13099], [0.85662, 1.56357, 3.19717], [-3.65287, -2.67031, 2.20681], [-1.70439, 4.13574, 1.34142], [-1.43119, 3.52523, 3.36583], [1.48888, 0.70525, 3.45217], [1.31665, 0.81358, -3.27547], [0.93063, -3.22737, -3.66595], [-1.24392, 4.42567, 0.39212], [3.02422, -0.81782, -2.17393], [-1.56071, -1.45188, 2.05378], [-2.91225, -0.49070, -2.79253], [2.88977, -1.80566, -1.70573], [-2.98217, -2.37729, 1.39837], [2.74265, -1.70400, 2.48035], [2.34497, 1.07180, 4.04045], [2.67291, 2.46598, -2.89952], [-1.73835, 0.15738, 3.84700], [-1.90494, -0.43638, -3.19423], [1.01512, -3.84154, -0.75725], [-3.19526, -0.24352, -1.43948], [3.30226, 2.37067, -3.78450], [-2.79289, 4.05966, 1.36405], [4.36271, 0.57607, 1.85230], [0.13797, 3.91643, 2.43059], [-3.33372, -0.22694, 3.14056], [-3.98106, -1.07014, -3.46712], [4.56916, 4.24069, -3.04993], [0.89074, 0.04531, 4.09106], [-0.63022, -2.49805, -3.15951], [2.97778, 3.50347, -1.98249]], "forces_ev_per_a": [[-0.10, -0.17, -0.08], [0.05, 0.41, -0.47], [-0.11, 0.11, -0.62], [-0.24, 0.25, 0.08], [1.05, 0.49, 1.02], [-0.01, -0.15, 0.12], [-1.32, -0.26, 0.45], [-0.40, 0.26, 0.41], [0.16, 0.12, -0.09], [0.37, -0.14, 0.11], [0.17, 0.04, 0.11], [-0.16, 0.01, 0.18], [-0.93, -0.73, 0.43], [-0.09, -0.21, 0.08], [0.20, -0.20, -0.44], [-1.70, 2.66, -2.38], [0.11, -0.92, -0.45], [-0.69, 0.29, -0.43], [-0.08, -0.35, 0.15], [0.24, -0.09, -0.03], [2.16, -0.93, 2.22], [0.36, -0.07, -0.14], [0.97, -0.39, 0.07], [-0.24, 0.15, 0.20], [0.15, 0.29, 0.16], [0.16, 0.14, -0.02], [0.30, 0.71, 0.53], [-0.67, -0.95, 0.05], [-0.10, 0.52, 0.26], [-0.34, 0.22, -0.16], [-1.51, -1.11, 0.29], [-0.12, -0.01, 0.29], [0.75, 0.11, 0.22], [-0.20, 0.00, -0.34], [0.14, -0.01, 0.21], [0.03, -0.31, 0.77], [0.03, -0.57, -0.10], [0.26, 0.38, -0.02], [-0.15, -0.06, -0.35], [0.98, 1.57, -1.31], [-0.05, 0.19, 0.24], [-0.30, -0.29, -0.34], [0.12, -0.02, 0.10], [0.17, -0.17, 0.13], [0.73, -0.84, 0.58], [0.29, 0.17, -0.47], [-0.52, 0.12, -0.18], [0.28, 0.40, 0.23], [-0.11, 0.26, 0.12], [-0.24, 0.18, 0.34], [0.00, -0.36, 0.11], [-1.19, -0.37, -0.19], [-1.20, -1.13, -1.54], [-0.10, 0.53, 0.37], [-0.20, -0.35, -0.12], [-0.34, -0.38, -0.41], [-0.09, -0.29, -0.37], [-0.43, -0.33, -0.50], [-0.14, 0.02, -0.16], [-0.08, -0.31, 0.12], [-0.22, 0.11, 0.25], [1.22, -0.62, 1.14], [-0.44, -0.11, 0.05], [0.30, 0.19, 0.03], [-0.52, -0.09, 0.01], [-0.42, -0.02, -0.06], [0.25, -0.04, 0.00], [1.10, 0.53, -0.31], [0.09, 0.26, 0.25], [0.17, 0.07, -0.11], [0.36, -0.06, -0.09], [2.03, 1.69, -0.18]]}

{"formula": "C22H43O10P", "method": "ωB97M-V/def2-TZVPD", "gap_ev": 7.87, "charge": 0, "molar_mass_g_mol": 498.55, "e_lumo_ha": -0.03910, "smiles": "O=C1C=CC(=O)c2c1cccc2P(O)O.CCO.CCO.CCO.CCO.CCO.CCO", "symbols": ["H", "H", "H", "O", "O", "H", "H", "H", "C", "C", "H", "C", "C", "C", "H", "H", "C", "O", "H", "H", "H", "C", "C", "H", "H", "C", "C", "O", "H", "H", "H", "C", "H", "H", "H", "H", "H", "C", "H", "H", "H", "H", "H", "H", "H", "H", "H", "O", "P", "H", "H", "O", "O", "H", "H", "C", "C", "C", "H", "O", "C", "C", "H", "O", "C", "H", "H", "H", "H", "H", "O", "C", "H", "C", "C", "C"], "positions_angstrom": [[5.47501, -3.67203, 3.19464], [-0.67873, 7.86596, -1.49590], [-5.22552, -0.89576, 3.91155], [-0.89065, -0.25743, -1.19991], [2.17132, 2.71505, 0.60888], [3.62201, -2.35966, 4.22865], [-1.17417, -0.42583, -4.53203], [-0.85220, -2.96044, -8.08437], [-1.73540, -3.58956, -7.95315], [-1.48012, 7.21771, -1.86852], [2.50581, -5.94116, 7.10669], [2.64421, -6.49833, 5.02098], [1.48839, 3.96719, 0.58741], [-1.41306, 0.06912, 1.38011], [-0.52957, 6.63457, -3.46699], [4.95990, -3.13360, 1.58492], [-2.08929, -0.04870, 2.60603], [-0.93196, 6.20408, -2.70636], [2.43295, -7.55751, 5.20109], [3.40182, -4.79216, 6.09763], [0.65902, 3.86420, 1.28681], [-2.70420, -2.94983, -6.97555], [-2.09334, -0.06905, 5.12451], [-3.95436, -0.78061, 6.04652], [-3.33994, 7.39874, -2.93832], [-0.52569, 1.20572, -5.37643], [0.98004, 4.31511, -0.79831], [-2.95776, -1.42793, -0.30449], [4.35462, -6.79245, 4.13146], [-2.10863, 8.55575, -3.44350], [0.31437, 3.53422, -1.16775], [-0.03636, 0.29746, 1.42107], [-3.57929, -3.58405, -6.83542], [0.06254, 1.41785, -6.26845], [4.64517, -1.29695, 3.25490], [4.14530, -6.32130, 6.56455], [-1.36368, -2.20140, -5.78634], [-0.01234, 0.26330, 3.81962], [1.72692, 0.59318, 2.62097], [-2.20080, -3.73401, -8.92964], [1.71262, -6.01739, 4.72508], [-2.45055, -2.14541, 0.09517], [0.51004, 0.39984, 0.49409], [-1.91342, 6.69587, -1.01582], [2.20808, -2.40804, 2.38515], [-3.04643, -1.98269, -7.36137], [1.81277, 4.40045, -1.50186], [-4.27199, 0.03919, 1.69367], [-2.23859, 0.03951, -0.28180], [2.15109, 4.75506, 0.96248], [-0.47164, -1.08793, -0.93575], [3.52336, -6.36287, 3.90746], [-0.65011, -0.21469, -5.31411], [-1.51467, 1.65701, -5.50592], [3.91835, -4.18932, 2.54433], [3.20356, -5.85019, 6.27334], [4.61891, -3.35464, 2.59733], [-3.50672, -0.53034, 5.09165], [1.13230, 1.30626, -4.00835], [2.84337, -1.68653, 2.43321], [-4.18445, -0.59626, 3.94884], [0.14725, 1.75698, -4.13628], [-1.40213, -4.55764, -7.57747], [-1.55189, 0.20847, 6.17469], [-3.56901, -0.19350, 2.65431], [0.49817, 0.34129, 4.77137], [0.43797, 5.25783, -0.80053], [0.26088, 2.84080, -4.19329], [-2.96064, 8.79356, -1.91222], [-0.44329, 1.51737, -3.24960], [-2.13118, -2.77803, -5.68745], [-1.38299, 0.03991, 3.81049], [2.91711, 2.77190, 0.00393], [3.95356, -2.13738, 3.20793], [0.66436, 0.40015, 2.61901], [-2.53641, 8.04200, -2.57928]], "forces_ev_per_a": [[-0.01, -0.01, 0.01], [-0.03, 0.00, 0.06], [0.03, 0.06, -0.05], [-0.28, -0.09, 0.10], [-0.02, -0.06, 0.08], [0.07, 0.03, 0.03], [0.01, 0.02, 0.02], [-0.02, 0.02, -0.03], [0.03, -0.04, 0.05], [0.05, 0.05, -0.11], [0.00, -0.01, 0.00], [0.13, -0.05, 0.04], [0.08, -0.01, -0.16], [0.15, -0.21, 0.14], [0.00, -0.02, -0.02], [0.03, 0.04, 0.02], [0.06, 0.06, -0.01], [-0.06, 0.05, -0.01], [-0.07, 0.01, 0.02], [-0.03, 0.00, 0.01], [0.01, -0.02, 0.03], [0.09, 0.10, 0.02], [-0.01, 0.02, -0.04], [0.03, 0.07, -0.01], [-0.01, 0.00, 0.03], [-0.02, -0.03, 0.09], [0.06, -0.16, 0.09], [0.07, -0.14, 0.10], [0.01, 0.00, -0.03], [0.01, 0.04, 0.03], [-0.03, 0.02, 0.01], [0.12, -0.03, 0.00], [-0.02, 0.01, 0.02], [-0.01, -0.03, -0.03], [-0.02, 0.03, 0.00], [-0.02, -0.03, 0.03], [-0.03, 0.11, -0.03], [0.03, 0.07, -0.13], [-0.04, -0.04, -0.15], [0.00, 0.01, 0.00], [-0.01, -0.01, -0.03], [-0.04, 0.00, 0.05], [0.02, 0.13, 0.04], [0.02, -0.02, 0.01], [-0.01, 0.01, -0.02], [-0.05, -0.03, -0.04], [-0.01, 0.06, 0.00], [0.10, -0.05, 0.01], [-0.10, 0.28, -0.25], [-0.06, 0.03, 0.04], [0.23, 0.06, -0.15], [-0.08, 0.02, 0.04], [-0.03, -0.07, 0.01], [0.02, 0.04, -0.05], [0.04, -0.05, 0.07], [0.04, 0.05, -0.06], [-0.04, 0.05, -0.13], [0.03, -0.04, 0.00], [0.01, 0.02, -0.02], [0.13, -0.04, 0.02], [0.07, 0.01, 0.04], [0.03, -0.05, 0.05], [-0.02, -0.01, -0.01], [-0.08, -0.15, -0.15], [-0.14, 0.05, 0.06], [-0.03, 0.00, -0.04], [-0.01, 0.03, -0.02], [-0.04, 0.00, -0.01], [0.01, 0.01, 0.00], [0.01, 0.05, 0.02], [0.05, -0.12, 0.00], [-0.10, 0.00, 0.13], [-0.01, -0.01, -0.02], [-0.09, -0.13, -0.02], [-0.20, 0.09, 0.20], [-0.01, -0.07, -0.05]]}